(1)
Density functional theory data (ωB97M-V with the def2-TZVPD basis set) for 3 unconnected molecules or ions with the total composition C19H42BNO8P3.

Properties
HOMO level, Ha: -0.1071
Total energy, Eh: -2454.869356
Net charge: -1
HOMO-LUMO gap, eV: 5.04
Spin multiplicity: 1

Last columns: bonded neighbours and bond lengths (Å).
Element x y z (Å)
1 H 7.320 -2.153 0.898  C58 1.097
2 H -2.994 0.047 1.375  C8 1.096
3 H -0.541 1.541 4.447  C62 1.091
4 H 2.904 -1.879 0.047  B46 1.221
5 O 0.185 4.870 -0.204  P36 1.486
6 C -4.643 -3.095 -3.286  C19 1.518, H25 1.090, H48 1.093, O59 1.427
7 O 0.340 2.407 -0.554  C16 1.441, P36 1.612
8 C -2.657 -0.423 0.444  H2 1.096, O18 1.437, H52 1.090, C53 1.510
9 H 1.497 2.755 3.709  C47 1.091
10 H 4.037 -0.592 2.354  C27 1.091
11 H 4.621 -1.647 3.631  C27 1.091
12 H -6.025 -3.171 1.773  C42 1.092
13 H 4.218 -2.581 -2.988  C63 1.083
14 H 3.820 -3.428 -0.801  B46 1.219
15 H 6.446 1.532 -1.594  C35 1.085
16 C 1.397 2.298 -1.528  O7 1.441, C20 1.515, H30 1.089, H71 1.094
17 H 6.280 0.866 -3.916  C72 1.090
18 O -3.835 -0.919 -0.212  C8 1.437, P56 1.635
19 C -5.771 -4.077 -3.024  C6 1.518, H22 1.090, H68 1.091, H73 1.092
20 C 2.631 1.652 -0.931  C16 1.515, H29 1.090, H38 1.095, H57 1.088
21 H -6.842 -0.859 2.184  C66 1.091
22 H -6.711 -3.547 -2.868  C19 1.090
23 H -7.471 -1.504 0.654  C66 1.091
24 N 5.279 -0.904 -3.623  C63 1.338, C72 1.324
25 H -4.813 -2.581 -4.232  C6 1.090
26 H 5.421 0.053 0.198  C41 1.082
27 C 4.831 -1.292 2.621  H10 1.091, H11 1.091, P43 1.864, H51 1.100
28 H -3.722 5.460 0.557  C69 1.092
29 H 2.379 0.713 -0.439  C20 1.090
30 H 1.008 1.680 -2.337  C16 1.089
31 O -1.113 3.443 1.183  P36 1.657, C40 1.422
32 H -1.126 1.503 2.774  C62 1.089
33 H -4.674 -2.048 1.786  C42 1.088
34 H -2.364 4.459 2.422  C40 1.096
35 C 5.954 0.599 -1.846  H15 1.085, C41 1.402, C72 1.384
36 P 0.403 3.597 0.531  O5 1.486, O7 1.612, O31 1.657, O54 1.618
37 H -3.674 3.688 0.476  C69 1.091
38 H 3.078 2.305 -0.174  C20 1.095
39 H -6.161 -0.343 0.631  C66 1.088
40 C -1.950 4.569 1.414  O31 1.422, H34 1.096, C69 1.514, H74 1.089
41 C 5.380 -0.205 -0.852  H26 1.082, C35 1.402, C50 1.395
42 C -5.576 -2.327 1.245  H12 1.092, H33 1.088, O60 1.437, C66 1.511
43 P 4.972 -2.686 1.391  C27 1.864, B46 1.947, C58 1.860
44 H -1.676 0.171 -1.381  C53 1.091
45 H 7.173 -3.573 1.976  C58 1.088
46 B 3.988 -2.351 -0.255  H4 1.221, H14 1.219, P43 1.947, C50 1.645
47 C 0.598 2.764 3.090  H9 1.091, O54 1.437, C62 1.511, H70 1.089
48 H -3.682 -3.612 -3.356  C6 1.093
49 H -1.062 0.980 0.068  C53 1.088
50 C 4.742 -1.353 -1.323  C41 1.395, B46 1.645, C63 1.395
51 H 5.795 -0.765 2.677  C27 1.100
52 H -1.984 -1.234 0.716  C8 1.090
53 C -1.958 0.601 -0.419  C8 1.510, H44 1.091, H49 1.088, H65 1.092
54 O 1.028 2.697 1.720  P36 1.618, C47 1.437
55 H -2.676 4.635 -0.615  C69 1.090
56 P -3.895 -2.424 -0.849  O18 1.635, O59 1.625, O60 1.622, O64 1.478
57 H 3.377 1.457 -1.698  C20 1.088
58 C 6.766 -3.079 1.096  H1 1.097, P43 1.860, H45 1.088, H61 1.088
59 O -4.583 -2.083 -2.281  C6 1.427, P56 1.625
60 O -5.287 -2.769 -0.091  C42 1.437, P56 1.622
61 H 6.810 -3.742 0.234  C58 1.088
62 C -0.235 1.542 3.400  H3 1.091, H32 1.089, C47 1.511, H67 1.091
63 C 4.727 -1.675 -2.680  H13 1.083, N24 1.338, C50 1.395
64 O -2.467 -2.687 -1.122  P56 1.478
65 H -2.623 1.441 -0.627  C53 1.092
66 C -6.569 -1.189 1.181  H21 1.091, H23 1.091, H39 1.088, C42 1.511
67 H 0.335 0.634 3.197  C62 1.091
68 H -5.885 -4.765 -3.863  C19 1.091
69 C -3.073 4.596 0.400  H28 1.092, H37 1.091, C40 1.514, H55 1.090
70 H 0.063 3.688 3.304  C47 1.089
71 H 1.630 3.283 -1.942  C16 1.094
72 C 5.849 0.201 -3.167  H17 1.090, N24 1.324, C35 1.384
73 H -5.577 -4.663 -2.122  C19 1.092
74 H -1.381 5.498 1.397  C40 1.089

---

(2)
Density functional theory data (ωB97M-V with the def2-TZVPD basis set) for 3 unconnected molecules or ions with the total composition C23H28B2ClF16N3O10P.

Properties
HOMO level, Ha: -0.4406
Total energy, Eh: -4258.794845
Net charge: +1
HOMO-LUMO gap, eV: 7.18
Spin multiplicity: 1

Last columns: bonded neighbours and bond lengths (Å).
Element x y z (Å)
1 O -5.124 2.948 -0.095  H49 0.963, B71 1.385
2 H -1.622 -6.805 -0.797  C7 1.094
3 F -2.541 -6.122 -6.140  C6 1.348
4 O 0.747 -0.465 -1.934  H9 0.966, B84 1.391
5 H 3.654 6.284 -3.137  C57 1.084
6 C -2.923 -6.219 -4.851  F3 1.348, O55 1.379, C73 1.533, F76 1.345
7 C -2.640 -6.496 -1.054  H2 1.094, F17 1.344, C50 1.531, F70 1.354
8 C 4.416 5.249 0.019  H11 1.085, H15 1.087, H26 1.092, C64 1.533
9 H 1.683 -0.284 -1.776  O4 0.966
10 F 2.725 -0.385 8.025  C74 1.351
11 H 5.159 5.563 0.745  C8 1.085
12 H 1.039 0.088 7.080  C74 1.094
13 C -0.406 2.692 1.036  O30 1.196, O53 1.321, C77 1.528
14 H 1.265 1.536 -3.180  C43 1.080
15 H 4.765 4.333 -0.450  C8 1.087
16 O 2.216 3.777 -3.852  C52 1.315, N59 1.401
17 F -3.199 -7.427 -1.845  C7 1.344
18 F 0.851 -2.325 7.869  C22 1.361
19 F 2.682 -2.758 6.769  C22 1.350
20 O 1.404 6.850 0.374  H36 0.966, P42 1.614
21 C 0.754 4.285 -0.552  C27 1.397, P42 1.894, C77 1.400
22 C 1.570 -1.993 6.763  F18 1.361, F19 1.350, C74 1.531, C82 1.538
23 F 1.455 -0.777 3.615  C51 1.348
24 H -1.490 -3.943 -3.029  C66 1.089
25 F 3.841 -1.221 2.465  C54 1.359
26 H 3.519 4.986 0.583  C8 1.092
27 C 1.426 4.532 -1.752  C21 1.397, N59 1.350, O72 1.322
28 F 2.625 -0.042 5.873  C74 1.350
29 N -1.069 -0.055 -0.326  C65 1.490, C80 1.484, B84 1.440
30 O 0.275 2.857 2.005  C13 1.196
31 H -1.107 -0.792 1.681  C65 1.084
32 H 0.136 -1.539 0.599  C65 1.085
33 C -2.662 3.004 0.456  H40 1.096, O53 1.441, H58 1.086, B71 1.587
34 H -0.997 -5.608 -3.084  C66 1.090
35 H -4.950 -5.766 -5.468  C73 1.092
36 H 2.165 6.853 0.969  O20 0.966
37 F 1.380 -2.452 2.242  C51 1.359
38 H 0.099 -3.217 5.898  C82 1.088
39 C 0.448 1.962 -1.268  C43 1.361, C77 1.427, B84 1.608
40 H -2.397 3.275 -0.573  C33 1.096
41 H -1.883 -0.808 -2.121  C80 1.089
42 P 0.463 5.602 0.778  O20 1.614, C21 1.894, Cl67 2.048
43 C 1.093 2.285 -2.422  H14 1.080, C39 1.361, N59 1.342
44 H 3.699 7.208 -0.679  C64 1.083
45 N 0.880 3.104 -5.763  C52 1.137
46 H -4.302 0.316 0.044  O62 0.963
47 H 5.134 6.592 -1.454  C64 1.088
48 F -4.932 -6.454 -3.601  C73 1.346
49 H -5.302 2.763 -1.024  O1 0.963
50 C -2.631 -5.114 -1.713  C7 1.531, F56 1.369, F63 1.349, C66 1.539
51 C 1.870 -2.048 3.443  F23 1.348, F37 1.359, C54 1.532, O81 1.367
52 C 1.419 3.572 -4.878  O16 1.315, N45 1.137
53 O -1.640 2.224 1.108  C13 1.321, C33 1.441
54 C 3.396 -2.150 3.351  F25 1.359, C51 1.532, H60 1.092, F69 1.340
55 O -2.613 -5.016 -4.253  C6 1.379, C66 1.416
56 F -2.003 -4.283 -0.825  C50 1.369
57 C 3.399 5.732 -2.240  H5 1.084, C64 1.516, O72 1.470, H83 1.087
58 H -2.808 3.933 1.000  C33 1.086
59 N 1.548 3.528 -2.646  O16 1.401, C27 1.350, C43 1.342
60 H 3.687 -3.145 3.006  C54 1.092
61 H -0.016 -1.588 5.309  C82 1.090
62 O -4.163 0.922 0.779  H46 0.963, B71 1.368
63 F -3.888 -4.649 -1.856  C50 1.349
64 C 4.160 6.306 -1.061  C8 1.533, H44 1.083, H47 1.088, C57 1.516
65 C -0.402 -0.638 0.872  N29 1.490, H31 1.084, H32 1.085, H79 1.094
66 C -1.875 -4.962 -3.045  H24 1.089, H34 1.090, C50 1.539, O55 1.416
67 Cl -1.358 6.331 0.188  P42 2.048
68 H -2.742 -1.326 -0.693  C80 1.089
69 F 3.975 -1.912 4.536  C54 1.340
70 F -3.367 -6.427 0.086  C7 1.354
71 B -4.041 2.223 0.373  O1 1.385, C33 1.587, O62 1.368
72 O 1.939 5.707 -2.073  C27 1.322, C57 1.470
73 C -4.430 -6.501 -4.850  C6 1.533, H35 1.092, F48 1.346, F78 1.349
74 C 1.938 -0.517 6.934  F10 1.351, H12 1.094, C22 1.531, F28 1.350
75 H -1.199 -2.068 -1.054  C80 1.086
76 F -2.219 -7.228 -4.308  C6 1.345
77 C 0.263 2.997 -0.302  C13 1.528, C21 1.400, C39 1.427
78 F -4.645 -7.736 -5.347  C73 1.349
79 H 0.350 0.085 1.202  C65 1.094
80 C -1.747 -1.132 -1.091  N29 1.484, H41 1.089, H68 1.089, H75 1.086
81 O 1.341 -2.879 4.390  C51 1.367, C82 1.424
82 C 0.697 -2.375 5.555  C22 1.538, H38 1.088, H61 1.090, O81 1.424
83 H 3.773 4.725 -2.408  C57 1.087
84 B 0.011 0.419 -1.152  O4 1.391, N29 1.440, C39 1.608

---

(3)
Density functional theory data (ωB97M-V with the def2-TZVPD basis set) for a single C6H11N molecule.

Properties
HOMO level, Ha: -0.2775
Structure (SMILES): C=CC(N)=C(C)C
Total energy, Eh: -289.916853
HOMO-LUMO gap, eV: 8.57
Spin multiplicity: 1

Last columns: bonded neighbours and bond lengths (Å).
Element x y z (Å)
1 C -0.153 0.030 -0.518  C3 1.351, N11 1.421, C18 1.478
2 H 2.277 1.443 -2.558  C15 1.079
3 C -0.314 -0.210 0.802  C1 1.351, C13 1.499, C17 1.523
4 H -1.334 -1.346 2.353  C13 1.081
5 H 1.639 -0.183 1.723  C17 1.091
6 H 1.413 -0.125 -2.890  C15 1.091
7 H -1.603 -1.169 -1.167  N11 1.004
8 H 0.966 1.392 1.679  C17 1.094
9 H 1.465 1.419 -0.271  C18 1.087
10 H -1.822 -1.658 0.602  C13 1.094
11 N -1.163 -0.315 -1.456  C1 1.421, H7 1.004, H16 1.006
12 H 0.234 0.328 2.797  C17 1.088
13 C -1.495 -0.944 1.363  C3 1.499, H4 1.081, H10 1.094, H14 1.107
14 H -2.414 -0.329 1.429  C13 1.107
15 C 1.529 0.737 -2.231  H2 1.079, H6 1.091, C18 1.326
16 H -0.855 -0.280 -2.413  N11 1.006
17 C 0.687 0.342 1.808  C3 1.523, H5 1.091, H8 1.094, H12 1.088
18 C 0.942 0.869 -1.050  C1 1.478, H9 1.087, C15 1.326

---

Number 1: strongest force on any atom 0.1301 hartree/bohr. Number 2: strongest force on any atom 0.0350 hartree/bohr. Number 3: strongest force on any atom 0.0323 hartree/bohr.